[1]
{"formula": "C55H40N9O3PSr", "method": "wB97M-V/def2-TZVPD", "species": ["Sr", "C", "C", "C", "C", "C", "N", "C", "C", "C", "C", "C", "C", "C", "C", "N", "C", "N", "C", "N", "C", "N", "C", "N", "C", "N", "C", "C", "C", "C", "C", "C", "C", "C", "C", "C", "C", "C", "C", "C", "N", "H", "H", "H", "H", "H", "H", "H", "H", "H", "H", "H", "H", "H", "H", "H", "H", "O", "P", "C", "C", "C", "C", "C", "C", "C", "C", "C", "C", "C", "C", "C", "C", "C", "C", "C", "C", "H", "H", "H", "H", "H", "H", "H", "H", "H", "H", "H", "H", "H", "H", "H", "O", "C", "O", "C", "N", "C", "C", "C", "H", "H", "H", "H", "H", "H", "H", "H", "H"], "coordinates": [[0.593, 0.658, -0.407], [-2.401, -0.299, -6.021], [-3.416, 0.428, -5.377], [-3.407, 0.609, -4.005], [-2.367, 0.055, -3.261], [-1.985, 0.140, -1.858], [-2.497, 1.028, -0.966], [-2.164, 1.477, 0.215], [-2.590, 2.785, 0.776], [-3.587, 3.678, 0.433], [-3.680, 4.871, 1.141], [-2.775, 5.179, 2.155], [-1.752, 4.296, 2.485], [-1.675, 3.100, 1.799], [-0.725, 1.964, 1.870], [0.421, 1.988, 2.623], [1.565, 1.356, 2.467], [1.927, 0.520, 1.467], [3.225, 0.199, 1.440], [3.876, -0.478, 0.506], [3.372, -0.982, -0.657], [2.124, -0.992, -1.082], [1.982, -1.471, -2.375], [0.915, -1.466, -3.129], [-0.351, -0.996, -2.893], [-0.844, -0.574, -1.726], [-1.334, -0.678, -3.917], [-1.357, -0.851, -5.298], [3.339, -1.908, -2.784], [3.819, -2.491, -3.938], [5.180, -2.774, -4.021], [6.038, -2.472, -2.968], [5.556, -1.880, -1.804], [4.208, -1.604, -1.718], [3.818, 0.788, 2.677], [5.081, 0.723, 3.218], [5.319, 1.382, 4.426], [4.305, 2.089, 5.058], [3.026, 2.161, 4.506], [2.789, 1.506, 3.319], [-1.158, 1.020, 1.060], [-2.437, -0.426, -7.095], [-4.217, 0.850, -5.971], [-4.186, 1.175, -3.508], [-4.282, 3.446, -0.364], [-4.465, 5.577, 0.899], [-2.868, 6.118, 2.684], [-1.029, 4.530, 3.256], [-0.560, -1.396, -5.787], [3.145, -2.720, -4.754], [5.577, -3.234, -4.917], [7.091, -2.702, -3.059], [6.214, -1.635, -0.980], [5.865, 0.173, 2.713], [6.303, 1.342, 4.874], [4.512, 2.593, 5.993], [2.235, 2.716, 4.994], [0.114, -1.646, 0.926], [-0.589, -2.344, 2.017], [-1.888, -1.362, 2.804], [-3.126, -1.288, 2.167], [-4.064, -0.357, 2.583], [-3.772, 0.501, 3.636], [-2.544, 0.423, 4.278], [-1.600, -0.503, 3.860], [-1.409, -3.845, 1.421], [-1.340, -4.111, 0.059], [-1.968, -5.237, -0.455], [-2.660, -6.093, 0.389], [-2.731, -5.824, 1.751], [-2.108, -4.700, 2.268], [0.565, -2.813, 3.332], [0.161, -3.217, 4.603], [1.111, -3.545, 5.560], [2.463, -3.461, 5.254], [2.867, -3.055, 3.989], [1.920, -2.734, 3.028], [-3.342, -1.943, 1.331], [-5.018, -0.290, 2.075], [-4.499, 1.238, 3.950], [-2.312, 1.103, 5.087], [-0.621, -0.527, 4.323], [-0.795, -3.425, -0.580], [-1.918, -5.445, -1.516], [-3.149, -6.971, -0.013], [-3.274, -6.491, 2.409], [-2.173, -4.484, 3.328], [-0.892, -3.257, 4.854], [0.796, -3.855, 6.548], [3.202, -3.708, 6.005], [3.921, -2.983, 3.754], [2.217, -2.407, 2.039], [1.224, 2.003, -2.930], [0.280, 2.756, -2.389], [0.297, 3.038, -1.206], [-0.866, 3.080, -3.338], [-0.567, 2.514, -4.660], [-0.529, 3.624, -5.625], [-1.414, 4.710, -5.018], [-1.087, 4.596, -3.528], [-1.743, 2.611, -2.888], [-1.268, 1.828, -4.916], [0.899, 1.831, -3.863], [-0.854, 3.286, -6.608], [0.497, 3.993, -5.714], [-2.468, 4.478, -5.191], [-1.206, 5.699, -5.425], [-1.879, 4.969, -2.883], [-0.176, 5.149, -3.289]], "lowdin_charge": [1.5962, -0.1011, -0.1029, -0.0438, -0.1312, -0.3088, 0.1991, -0.3004, -0.1028, -0.0217, -0.0841, -0.0833, -0.0152, -0.1047, -0.3040, 0.2084, -0.2640, -0.0424, -0.2871, 0.1933, -0.2631, -0.0110, -0.2707, 0.2046, -0.3032, -0.0289, -0.1183, -0.0318, -0.1003, -0.0189, -0.0817, -0.0832, -0.0197, -0.1001, -0.0964, -0.0154, -0.0765, -0.0780, -0.0144, -0.0889, -0.0162, 0.0973, 0.0977, 0.1122, 0.1106, 0.0987, 0.0988, 0.1122, 0.1118, 0.1116, 0.0995, 0.0991, 0.1107, 0.1136, 0.1010, 0.1009, 0.1132, -0.3702, 0.7831, -0.2721, -0.0739, -0.0738, -0.0747, -0.0761, -0.0885, -0.2685, -0.0602, -0.0719, -0.0834, -0.0806, -0.0755, -0.2575, -0.0902, -0.0789, -0.0806, -0.0685, -0.0617, 0.1140, 0.1067, 0.1059, 0.1080, 0.1088, 0.1003, 0.1051, 0.1018, 0.1025, 0.1001, 0.1012, 0.1030, 0.1025, 0.1062, 0.0960, 0.0984, -0.5160, 0.0135, -0.2156, -0.0041, -0.1734, -0.1630, -0.1036, 0.1403, 0.0824, 0.1230, 0.1187, 0.1180, 0.1141, 0.1104, 0.1178, 0.1242], "e_lumo_ev": -1.03, "total_energy_ha": -3210.7021, "homo_lumo_gap_ha": 0.1886, "charge": 0, "e_homo_ev": -6.16, "de_lowest_kj_mol": 265.6}

[2]
{"formula": "C15H18O2", "method": "wB97M-V/def2-TZVPD", "species": ["C", "C", "C", "C", "C", "C", "O", "C", "C", "H", "H", "H", "H", "H", "H", "H", "H", "H", "H", "C", "C", "C", "C", "C", "O", "C", "C", "H", "H", "H", "H", "H", "H", "H", "H"], "coordinates": [[-2.556, -3.037, 1.805], [-2.040, -1.868, 0.935], [-0.749, -1.222, 1.404], [-0.682, -0.189, 2.350], [0.542, 0.381, 2.679], [1.714, -0.144, 2.123], [2.932, 0.213, 2.620], [1.671, -1.043, 1.071], [0.412, -1.515, 0.706], [-3.193, -2.610, 2.573], [-1.707, -3.564, 2.246], [-3.059, -3.782, 1.192], [-1.913, -2.162, -0.106], [-2.817, -1.095, 0.924], [-1.589, 0.065, 2.887], [0.577, 1.176, 3.413], [2.863, 0.679, 3.425], [2.601, -1.255, 0.565], [0.371, -2.231, -0.108], [2.732, 1.410, -2.012], [1.244, 1.273, -2.016], [0.482, 1.634, -0.915], [-0.910, 1.577, -0.879], [-1.486, 0.941, -1.967], [-2.823, 0.631, -2.019], [-0.788, 0.568, -3.131], [0.572, 0.772, -3.147], [3.237, 0.787, -2.751], [3.121, 1.189, -1.016], [3.069, 2.413, -2.299], [1.083, 1.869, -0.040], [-1.463, 1.992, -0.051], [-3.313, 0.864, -1.237], [-1.421, 0.235, -3.938], [1.091, 0.494, -4.059]], "lowdin_charge": [-0.0860, -0.2142, -0.2531, -0.0398, -0.0266, -0.3352, 0.0592, -0.0109, -0.0422, 0.0669, 0.0727, 0.0651, 0.1026, 0.0996, 0.1134, 0.1112, 0.0782, 0.1202, 0.1181, -0.0601, -0.2888, -0.0578, -0.0144, -0.3178, 0.0309, -0.0148, -0.0431, 0.0746, 0.0709, 0.0814, 0.1102, 0.1134, 0.0901, 0.1157, 0.1105], "e_lumo_ev": 0.73, "total_energy_ha": -732.8418, "homo_lumo_gap_ha": 0.3234, "charge": 0, "smiles": "CCc1ccc(O)cc1.Cc1ccc(O)cc1", "e_homo_ev": -8.07, "de_lowest_kj_mol": 64.3}

[3]
{"formula": "C2H11NO2S", "method": "wB97M-V/def2-TZVPD", "species": ["N", "C", "C", "S", "H", "H", "H", "H", "H", "H", "H", "O", "H", "H", "O", "H", "H"], "coordinates": [[-0.106, 0.420, 1.285], [0.114, -0.577, 0.125], [-0.871, -0.547, -0.989], [0.162, -1.254, -2.462], [-1.077, 0.402, 1.554], [0.510, 0.153, 2.046], [0.167, -1.556, 0.564], [1.158, -0.367, -0.239], [-1.491, -1.433, -1.074], [-1.323, 0.439, -1.194], [-0.895, -1.206, -3.287], [4.951, 1.848, 0.637], [4.574, 2.301, -0.127], [5.798, 2.307, 0.710], [-3.783, -0.604, 0.587], [-4.540, -0.572, 1.181], [-3.347, 0.247, 0.683]], "lowdin_charge": [-0.0112, -0.3737, -0.4882, 0.6475, 0.0277, 0.0555, 0.0924, 0.0913, 0.0315, 0.0886, -0.1629, -0.0666, 0.0331, 0.0328, -0.0574, 0.0384, 0.0212], "e_lumo_ev": 0.64, "total_energy_ha": -686.1697, "homo_lumo_gap_ha": 0.3522, "charge": 0, "smiles": "NCCS.O.O", "e_homo_ev": -8.94, "de_lowest_kj_mol": 119.9}

[4]
{"formula": "C4H6FO4Zn", "method": "wB97M-V/def2-TZVPD", "species": ["C", "O", "H", "H", "H", "C", "O", "C", "C", "O", "O", "F", "H", "H", "H", "Zn"], "coordinates": [[-2.759, -0.019, 0.839], [-2.141, 0.036, -0.395], [-2.079, 0.253, 1.678], [-3.632, 0.666, 0.890], [-3.130, -1.045, 1.083], [2.336, -0.196, -0.311], [1.692, 0.799, 0.325], [0.366, 0.969, -0.135], [-0.141, -0.397, -0.592], [1.565, -1.029, -0.879], [3.545, -0.329, -0.078], [0.422, 1.844, -1.190], [-0.232, 1.411, 0.666], [-0.283, -1.085, 0.253], [-0.341, -0.414, -1.668], [4.811, -1.464, -0.485]], "lowdin_charge": [-0.3058, -0.3300, 0.0527, 0.0673, 0.0616, -0.6379, 0.1169, -0.3081, 0.0755, 0.0321, -0.1865, 0.0636, 0.1625, 0.1393, 0.1356, 0.8612], "spin_multiplicity": 2, "e_lumo_ev": [-0.60, -2.80], "total_energy_ha": -2336.0111, "homo_lumo_gap_ha": [0.2573, 0.1761], "charge": 0, "e_homo_ev": [-7.60, -7.60], "de_lowest_kj_mol": 330.8}